1.
22
Properties=species:S:1:pos:R:3:forces:R:3:mulliken_charge:R:1 method="wB97M-V/def2-TZVPD" de_lowest_kcal_mol=47.9 smiles=CC(C)CCN.O fmax_ev_per_a=3.4 e_lumo_ev=0.93
H 1.60813 -2.13338 2.27241 0.7 0.1 1.4 0.417
C 0.31793 -0.49182 1.69872 -2.3 -1.9 -1.0 -0.708
H -1.54441 -1.32485 0.64948 0.5 0.0 0.6 0.262
H 0.22640 -0.70936 -1.10695 0.0 0.4 0.3 0.281
H 1.02702 4.19448 -4.95715 0.1 -0.6 1.2 0.325
H -2.32404 1.43363 0.81258 0.6 2.1 -1.4 0.426
N 1.54090 -2.27944 0.29968 -1.4 0.4 1.7 -0.562
C -0.99520 -0.37371 0.76415 1.9 -0.8 0.0 0.845
H -1.34674 0.08888 -1.27289 -0.3 -0.6 -0.4 0.391
H -0.00944 -2.69955 2.00597 0.3 0.7 -0.8 0.272
H 1.92632 -3.21827 0.30958 -0.2 0.0 0.2 0.228
C 0.76594 -1.97102 1.65519 1.9 0.0 -2.2 -0.651
H -1.48484 0.92137 2.38796 -1.3 0.1 -1.8 0.250
H -0.20751 0.96067 -0.59859 1.6 1.8 0.0 0.470
H 0.93472 -2.20803 -0.49869 -0.2 -0.3 -0.1 0.155
C -0.48539 -0.04143 -0.62300 -1.9 -0.3 -0.6 -1.719
H 0.00762 -0.29424 2.72210 0.2 0.2 0.1 0.446
H -2.92543 0.17516 1.49771 0.5 -0.3 0.7 0.295
C -1.93120 0.63783 1.35159 -0.6 -1.2 3.1 -1.397
H 1.24292 3.51590 -3.51728 1.6 -0.3 0.7 0.313
O 0.62898 3.80341 -4.15270 -1.8 0.9 -1.9 -0.638
H 1.01863 0.26729 1.33774 0.2 -0.5 0.2 0.299

=====

2.
22
Properties=species:S:1:pos:R:3:forces:R:3:mulliken_charge:R:1 method="wB97M-V/def2-TZVPD" de_lowest_kcal_mol=50.6 smiles="CNCO.C=C.C" fmax_ev_per_a=0.8 e_lumo_ev=0.90
H 2.41905 -2.49251 0.36271 -0.1 -0.3 0.1 0.253
C -1.51170 1.34500 1.50786 0.1 0.0 0.0 -0.788
H 0.06314 1.19337 -2.44473 -0.1 0.1 -0.1 0.315
H 1.12140 -1.13877 1.97064 -0.1 -0.2 0.2 0.246
C 2.39319 -1.41830 0.31981 0.3 0.1 0.0 -0.429
H -1.75812 0.76070 2.39772 0.0 0.1 0.0 0.282
H -1.85458 -1.31269 1.01514 0.3 0.3 -0.3 0.371
C 1.70177 -0.69629 1.18107 0.3 0.3 0.1 -0.619
O -1.88174 -1.30035 -0.98624 -0.2 -0.1 -0.4 -0.543
H 1.68361 0.38864 1.14623 0.1 -0.1 -0.1 0.266
C 0.89756 0.64662 -2.01622 0.0 0.0 -0.3 -1.012
H -1.79552 1.18556 -0.48766 0.1 0.1 -0.1 0.260
H -2.01013 2.31256 1.57463 0.1 0.0 0.1 0.360
H -0.42070 1.50501 1.49283 -0.1 0.0 0.1 0.193
N -2.00722 0.64623 0.34025 -0.3 -0.1 -0.2 -0.370
H 1.66880 0.53814 -2.77414 0.1 0.1 0.0 0.336
H 2.99228 -0.96340 -0.45711 0.0 0.1 -0.1 0.252
C -1.45759 -0.68587 0.19184 0.1 -0.2 0.8 0.067
H -1.77016 -0.68206 -1.71540 0.1 -0.1 -0.1 0.336
H 0.58519 -0.34151 -1.70214 -0.1 -0.1 0.1 0.146
H 1.29302 1.19966 -1.17441 0.1 0.1 0.2 0.211
H -0.35162 -0.68974 0.25739 -0.5 0.0 -0.1 -0.135

=====

3.
23
Properties=species:S:1:pos:R:3:forces:R:3:mulliken_charge:R:1 method="wB97M-V/def2-TZVPD" de_lowest_kcal_mol=39.1 smiles=CN[C@@H](C)[C@H](C)O.O fmax_ev_per_a=3.7 e_lumo_ev=0.78
H 2.11763 -0.26711 3.33482 0.5 0.2 -0.6 0.321
H -0.48592 -1.72907 1.13655 -0.1 0.4 0.2 0.361
H 2.76077 -1.52743 3.64613 0.6 0.0 -0.5 0.315
H -1.30858 2.28731 -0.71795 0.0 -0.2 0.1 0.256
H -2.00321 2.46515 0.85307 0.0 0.0 0.4 0.381
C -1.91389 1.76483 0.03505 -0.1 0.6 -0.7 -1.474
H 0.89696 -0.77408 -2.78508 0.8 0.0 -0.5 0.364
H 1.79403 0.89053 -2.71101 0.3 -0.6 -0.1 0.356
H 0.61430 0.64005 1.18139 -0.5 0.3 -0.3 0.370
H -1.96261 -0.14886 1.04686 -0.3 0.1 -0.7 0.359
O -0.29740 0.74270 1.49630 0.6 0.1 0.3 -0.572
H 0.81341 -1.86346 -0.04376 0.0 -0.1 0.3 0.332
H -1.29227 -0.41503 -1.52040 0.1 -0.3 -0.2 0.574
N 0.61625 0.34726 -1.03195 0.7 0.4 -1.9 -0.496
C 0.92499 0.27519 -2.48958 -1.7 0.6 0.7 -1.057
C -1.26511 0.48391 0.47713 0.2 -0.6 0.0 0.177
H 1.45288 -0.05133 -0.62864 -0.3 -0.2 0.6 0.245
O 2.89954 -0.77563 3.04111 -1.2 -0.2 1.0 -0.635
H -2.92381 1.63566 -0.37374 0.2 -0.3 0.0 0.351
H 0.09917 0.75966 -3.02882 0.1 -0.1 0.1 0.308
C -0.26580 -1.71955 0.08061 0.7 -0.3 -1.7 -1.266
H -0.67477 -2.64991 -0.30939 -0.4 0.2 -0.4 0.310
C -0.59657 -0.37080 -0.68871 -0.2 0.0 3.7 0.119

=====

4.
23
Properties=species:S:1:pos:R:3:forces:R:3:mulliken_charge:R:1 method="wB97M-V/def2-TZVPD" de_lowest_kcal_mol=31.0 smiles=CCC[C@H](N)CO.O fmax_ev_per_a=2.0 e_lumo_ev=0.78
H -1.02873 2.51914 -2.64241 -0.4 0.5 -0.3 0.341
H 1.36295 -1.35846 -0.95509 0.0 0.2 0.3 0.227
H 3.97259 -3.00476 1.21763 0.0 0.3 0.0 0.302
H -1.02337 3.67187 -1.28463 0.5 0.3 0.0 0.322
H -1.88216 -0.73050 1.05433 -0.4 0.2 -0.4 0.216
O 3.03388 -2.77849 1.20435 0.2 -0.7 0.0 -0.607
H -1.32661 -1.89037 -0.20220 0.1 0.4 -0.2 0.390
H 0.84392 -0.39160 1.17625 0.0 -0.1 0.3 0.261
N 0.73283 -0.56987 -0.91486 -0.4 0.0 -0.5 -0.606
C -1.03519 -1.26402 0.63957 0.5 -1.0 1.6 -0.780
H -2.32307 1.78739 -0.51674 0.2 0.2 0.3 0.425
H -0.86272 1.31468 1.42961 -0.4 -0.2 -0.4 0.442
H 0.44497 1.79461 0.49222 0.2 0.3 -0.3 0.462
H -1.40403 0.68627 -1.42807 0.3 0.0 0.1 0.368
O -0.68426 -2.24251 1.67113 0.0 0.1 -0.6 -0.579
C -0.68484 2.70545 -1.63033 -0.7 -1.7 -0.2 -1.237
H -0.63792 -1.79000 2.51681 0.0 0.1 0.0 0.305
C -0.43348 1.15387 0.43009 1.1 0.0 0.3 -1.176
H 2.62919 -3.65641 1.28682 -0.2 0.4 0.0 0.315
C 0.12197 -0.28463 0.36936 -0.8 0.0 -0.3 0.610
H 1.08622 0.23413 -1.40133 0.3 0.1 0.1 0.135
C -1.28199 1.55628 -0.77414 -0.5 0.0 -0.4 -0.479
H 0.37986 2.53793 -1.73838 0.4 0.6 0.5 0.345

=====

5.
24
Properties=species:S:1:pos:R:3:forces:R:3:mulliken_charge:R:1 method="wB97M-V/def2-TZVPD" de_lowest_kcal_mol=42.7 smiles="CCN(C=O)CC.O.O" fmax_ev_per_a=2.7 e_lumo_ev=0.65
H 2.64114 1.35951 1.04676 0.5 -0.7 -0.1 0.351
H 2.07121 0.27832 -0.57550 0.1 -0.4 0.3 0.265
C -0.43116 -2.38772 0.55012 1.6 -1.4 0.1 -1.033
O 2.48460 -0.13903 -1.33365 0.1 -0.1 -0.8 -0.618
H -0.80399 -3.41300 0.71175 -0.9 0.7 0.2 0.386
N -0.48075 0.00711 0.26083 -0.4 1.5 -0.3 0.593
H -0.23761 0.84182 2.20880 -0.7 -0.6 -0.1 0.384
C -1.29150 -1.16205 0.61270 -1.2 0.0 0.4 -0.698
C -2.02191 0.99620 -1.40388 -0.5 -0.5 -1.3 -1.214
H -0.44651 -0.50803 -1.70698 0.6 0.8 -0.4 0.306
H -2.48239 1.41017 -0.50923 -0.1 -0.3 0.1 0.303
O 0.66156 1.92865 0.87265 -0.7 -0.2 -0.9 -0.634
H 2.92852 -0.96520 -1.10309 -0.3 0.4 0.5 0.309
H -0.05828 1.32918 -1.35494 1.8 -0.5 0.0 0.485
H -2.65643 0.27507 -1.93643 -0.2 -0.3 0.9 0.330
C -0.57495 0.41782 -1.13487 -2.7 0.3 -0.2 -0.599
H -2.10457 1.79415 -2.16596 0.9 0.0 0.4 0.375
O 3.40272 1.61822 1.59283 -1.2 0.6 -0.3 -0.671
H 0.36863 -2.28920 1.27572 0.3 0.0 0.2 0.298
H 0.08540 -2.52412 -0.41518 -0.3 0.6 0.1 0.259
H -1.74694 -0.92599 1.58858 0.4 -0.6 0.0 0.440
H -2.17932 -1.37378 -0.03118 0.7 1.0 0.0 0.219
H 2.95007 2.44884 1.81920 0.8 0.2 0.6 0.323
C -0.07753 0.98304 1.13095 1.1 -0.7 0.9 -0.159

=====

6.
24
Properties=species:S:1:pos:R:3:forces:R:3:mulliken_charge:R:1 method="wB97M-V/def2-TZVPD" de_lowest_kcal_mol=24.4 smiles="CNCCCC=O.O.O" fmax_ev_per_a=0.4 e_lumo_ev=0.70
H 1.68646 -1.86277 -1.02789 0.0 0.0 0.1 0.316
N -0.20183 -0.87295 -0.83734 0.1 0.1 -0.1 -0.359
C 0.36182 0.47051 -0.94496 0.4 0.1 0.0 -0.785
C 0.67578 -1.86958 -1.45010 0.0 0.1 0.1 -1.005
H 0.53225 1.93045 2.16411 0.0 0.0 0.0 0.348
H 0.75902 -1.65340 -2.51469 -0.1 -0.1 -0.1 0.347
C -0.08406 1.06158 1.85913 0.0 0.0 0.0 0.037
H 0.65254 0.63418 -1.98653 -0.2 0.0 0.0 0.498
C -1.19795 1.32085 0.90069 -0.2 0.1 -0.1 -0.671
H 0.24627 -2.85986 -1.31058 0.0 0.0 -0.1 0.341
H -3.01481 -1.23318 -2.43906 0.0 0.0 0.0 0.286
H -1.78903 2.19169 1.20479 0.2 0.0 0.0 0.379
H 3.40383 -1.22514 2.09549 -0.1 0.0 0.0 0.305
H -0.30307 -1.09014 0.14826 -0.1 -0.1 0.0 0.233
H -1.72537 -0.55903 -1.92997 0.0 -0.3 0.2 0.493
C -0.62346 1.54837 -0.51271 0.0 0.0 0.1 -0.690
H -1.45877 1.58763 -1.20516 -0.1 0.0 -0.1 0.372
H 2.06229 -0.47500 1.94961 0.1 -0.1 0.2 0.378
O 2.94337 -0.57245 1.56198 0.0 0.1 -0.2 -0.619
O 0.21393 -0.04812 2.24242 0.0 0.1 0.0 -0.574
H -1.87095 0.46850 0.89406 0.0 -0.2 0.0 0.315
H 1.30394 0.55689 -0.37894 -0.1 0.0 0.1 0.361
O -2.52548 -0.40806 -2.46692 -0.1 0.3 -0.2 -0.693
H -0.12573 2.51716 -0.55496 0.1 0.1 0.0 0.387